Record 1
Density functional theory data (ωB97M-V/def2-TZVPD) for the molecule C13H24N2O2 in a non-equilibrium geometry.

Geometry (Å):
C 2.870 1.903 -0.307
H -3.144 -1.255 1.261
H -0.130 0.315 2.085
H 0.559 0.384 -0.321
C -3.527 -1.328 -2.390
H 5.376 3.746 1.323
C -3.374 0.191 -0.323
C -4.239 -0.747 -1.164
N 5.338 1.699 0.988
H -1.723 -2.319 -2.965
H -0.827 -2.887 -0.938
H -1.455 -0.724 -2.276
C -2.508 -0.539 0.704
H -3.609 -0.626 -3.222
H 1.932 -0.654 0.062
H 0.223 -2.405 0.758
H -4.032 0.863 0.233
H 2.778 1.053 1.673
H -0.945 -2.055 2.044
H -2.741 0.802 -0.965
H 2.177 2.186 -1.100
O 3.258 4.255 -0.073
C -1.701 -2.244 -0.813
C 4.883 2.876 0.890
H -4.047 -2.242 -2.687
H -4.592 -1.558 -0.523
H 6.714 0.607 1.656
C 1.265 0.111 0.464
H 1.157 -0.845 2.399
H 3.568 1.150 -0.670
C -0.421 -1.626 1.171
C 3.631 3.124 0.134
C 2.081 1.330 0.879
C -2.044 -1.636 -2.176
H -2.529 -2.878 -0.454
N -1.351 -1.203 0.138
O 6.508 1.553 1.696
H 1.413 2.101 1.269
H -2.141 0.199 1.421
H -5.125 -0.209 -1.509
C 0.474 -0.472 1.632

Values from the calculation:
Total charge: 0
Maximum force: 0.0233 Eh/bohr
SMILES string: O=C(/C=N/O)CCCCCN1CCCCCC1
Highest occupied orbital energy: -8.4 eV
ΔE to the lowest compared entry with this formula, charge and spin: 343.9 kJ/mol
E_tot: -20943.7899 eV

***

Record 2
Density functional theory data (ωB97M-V/def2-TZVPD) for the molecule C13H24N4S2 in a non-equilibrium geometry.

Geometry (Å):
C 4.434 0.638 0.002
H -2.959 -1.603 -1.689
C 2.146 0.760 -0.111
H 4.565 1.713 -0.172
H 5.981 -1.715 1.358
C -2.351 2.691 -0.610
H -3.078 3.318 -1.126
H -1.793 -3.625 -2.505
C 0.322 2.288 -0.441
H -3.860 -2.493 0.443
C -2.302 -2.149 -1.009
H 7.452 0.107 -0.685
H -1.506 -4.150 -0.845
H 6.765 1.621 -0.067
N 5.555 -0.058 0.163
C 5.516 -1.479 0.399
H 4.475 -1.793 0.409
H -4.925 -0.267 0.478
C -2.868 -0.647 0.966
N -0.035 1.062 -0.247
H -3.034 -0.683 2.046
H -1.321 -1.671 -1.033
H 6.052 -2.007 -0.392
S -0.770 3.596 -0.724
H -1.940 1.912 1.338
C -3.956 0.221 0.336
H -2.219 -2.687 1.059
H 7.381 0.398 1.061
H -3.789 0.299 -0.738
H -2.201 1.761 -1.154
H -2.892 3.399 1.337
C -2.750 2.439 0.833
H -3.152 -4.081 -1.475
C -4.039 1.622 0.945
H -4.288 1.532 2.005
C -2.181 -3.590 -1.489
S 2.047 2.564 -0.418
H -4.851 2.171 0.460
H -1.888 -0.205 0.785
N 0.977 0.230 -0.068
C -2.851 -2.073 0.414
N 3.274 0.082 0.048
C 6.855 0.552 0.115

Values from the calculation:
Total charge: 0
Maximum force: 0.0364 Eh/bohr
SMILES string: CCCCCCCCSc1nnc(/N=C/N(C)C)s1
Highest occupied orbital energy: -7.8 eV
ΔE to the lowest compared entry with this formula, charge and spin: 0.0 kJ/mol
E_tot: -41500.7887 eV

***

Record 3
Density functional theory data (ωB97M-V/def2-TZVPD) for a cluster of 3 separate species, C13H24NO9S2 in total in a non-equilibrium geometry.

Geometry (Å):
C -5.509 -1.985 -1.645
H -5.396 -2.593 -0.746
H -1.247 1.077 4.377
C 0.645 0.035 4.434
H 2.572 0.943 -3.457
C 0.317 -1.017 3.372
H 3.437 0.031 -0.031
C -0.055 1.514 2.631
H 0.453 -0.348 5.439
C -5.185 0.544 -0.878
O 3.489 2.704 -0.608
C 5.695 -0.663 -1.979
H 6.998 -0.184 -0.212
H 5.699 1.060 -0.597
S -0.181 -0.113 1.910
C 2.381 2.360 -1.180
H -4.265 -0.941 -3.067
H -5.289 0.927 0.137
O 4.902 -1.698 -1.345
O 1.821 0.660 -2.893
H 0.128 2.140 4.707
C -3.896 -0.263 -1.049
O -7.243 -0.870 -0.003
O 5.752 -0.581 -3.241
H 0.934 1.910 2.389
H -3.070 0.377 -1.368
O -7.206 -0.135 -2.426
H -5.982 -2.567 -2.436
C 3.507 -1.286 -1.627
S -6.530 -0.582 -1.228
H 2.857 -2.081 -1.104
H -3.382 -2.117 -2.083
O 0.836 -0.252 0.894
C -4.180 -1.371 -2.064
H -3.612 -0.710 -0.091
C 6.519 0.394 -1.073
O -1.575 -0.392 1.648
O 1.419 3.268 -1.546
C -0.199 1.274 4.128
C 2.130 0.772 -1.490
H 3.387 -1.357 -2.756
N 3.374 0.078 -1.067
H -0.829 2.162 2.223
H 7.248 1.005 -1.695
H 1.195 0.490 -0.906
H 1.707 0.295 4.379
H 1.184 -1.635 3.137
H -0.518 -1.649 3.679
H -5.239 1.367 -1.593

Values from the calculation:
Total charge: -1
Maximum force: 0.1116 Eh/bohr
Highest occupied orbital energy: -4.2 eV
E_tot: -55457.3816 eV

***

Record 4
Density functional theory data (ωB97M-V/def2-TZVPD) for a structure of composition C13H24O in a non-equilibrium geometry.

Geometry (Å):
H 2.005 2.345 2.364
C -1.021 0.891 -0.735
C 0.137 1.964 -1.194
C 2.119 -0.380 -0.023
H 2.044 -2.780 -0.293
H -2.111 -0.570 1.090
H -0.711 -1.469 -0.570
H -1.523 1.446 0.008
H 0.285 -2.708 1.864
C -0.587 -2.231 0.154
H -3.741 -0.866 0.825
H -0.412 -3.146 -0.218
C -1.738 0.191 -1.750
H 1.500 -0.590 -1.026
H -2.205 0.646 -2.672
C 1.373 1.413 1.937
C -2.691 -1.058 0.380
C 0.541 -1.945 1.212
H 3.116 -0.450 -0.319
H 1.547 0.458 2.534
C -2.856 -0.492 -0.994
C 1.322 2.249 -0.390
H -0.485 0.067 -0.296
H -3.743 0.285 -1.153
H -2.934 -1.344 -1.839
H 3.084 1.475 0.535
H 0.238 1.460 2.030
O 1.886 3.297 -0.530
H 0.215 -1.041 1.794
H 1.064 1.513 -1.979
C 1.980 1.052 0.542
H -0.091 3.081 -1.514
C 2.069 -1.828 0.683
C -2.147 -2.444 0.529
H -2.316 -2.746 1.564
H -2.769 -3.189 -0.048
H -0.946 -0.740 -2.097
H 2.793 -1.799 1.564

Values from the calculation:
Total charge: 0
Maximum force: 0.1254 Eh/bohr
Highest occupied orbital energy: -8.9 eV
ΔE to the lowest compared entry with this formula, charge and spin: 782.6 kJ/mol
E_tot: -15910.3410 eV